No. 1
Computed, not measured: a structure of composition C32H70AsF12O18V in a non-equilibrium geometry, with ωB97M-V with the def2-TZVPD basis set.

Geometry (Å):
O (4.684, -0.958, 2.429)
V (3.403, -1.754, 2.954)
O (2.591, -0.783, 3.875)
As (1.151, -0.173, 0.435)
F (1.755, 1.206, 1.216)
F (-0.092, 0.688, -0.334)
F (0.620, -1.666, -0.257)
F (2.441, -1.226, 1.147)
F (0.219, -0.465, 1.856)
F (2.148, 0.099, -0.920)
C (-2.150, -1.831, -3.311)
O (-1.172, -1.377, -4.187)
C (-0.657, -0.088, -3.896)
C (-1.618, 1.039, -3.607)
O (-2.357, 1.407, -4.746)
C (-3.530, 2.145, -4.415)
H (-3.055, -1.208, -3.274)
H (-1.777, -1.966, -2.284)
H (-2.519, -2.794, -3.675)
H (-0.069, 0.158, -4.787)
H (0.055, -0.135, -3.057)
H (-1.003, 1.875, -3.247)
H (-2.292, 0.696, -2.813)
H (-4.088, 2.240, -5.339)
H (-3.266, 3.121, -3.993)
H (-4.089, 1.605, -3.642)
C (-3.433, 3.620, 0.055)
O (-4.382, 2.630, -0.234)
C (-3.827, 1.337, -0.252)
C (-4.925, 0.353, -0.624)
O (-5.919, 0.382, 0.354)
C (-7.082, 1.078, -0.024)
H (-3.587, 4.079, 1.032)
H (-3.327, 4.401, -0.709)
H (-2.412, 3.211, 0.019)
H (-3.461, 1.101, 0.756)
H (-3.001, 1.299, -0.971)
H (-4.412, -0.602, -0.767)
H (-5.246, 0.680, -1.623)
H (-7.644, 0.568, -0.815)
H (-6.858, 2.105, -0.319)
H (-7.731, 1.146, 0.850)
C (1.073, -4.777, -2.077)
O (1.909, -4.326, -3.107)
C (1.927, -2.904, -3.163)
C (2.535, -2.392, -4.449)
O (3.841, -2.818, -4.704)
C (3.964, -4.081, -5.309)
H (1.462, -4.509, -1.084)
H (0.989, -5.861, -2.161)
H (0.059, -4.365, -2.165)
H (2.514, -2.574, -2.292)
H (0.899, -2.536, -3.059)
H (2.463, -1.303, -4.447)
H (1.881, -2.730, -5.272)
H (3.499, -4.859, -4.703)
H (5.026, -4.288, -5.426)
H (3.523, -4.123, -6.315)
C (1.973, 6.164, 1.982)
O (3.154, 5.460, 1.773)
C (3.005, 4.353, 0.889)
C (4.336, 3.691, 0.679)
O (5.338, 4.498, 0.126)
C (6.104, 5.171, 1.108)
H (1.757, 6.860, 1.164)
H (2.124, 6.792, 2.869)
H (1.102, 5.542, 2.217)
H (2.528, 4.698, -0.034)
H (2.318, 3.634, 1.356)
H (4.109, 2.940, -0.095)
H (4.646, 3.082, 1.535)
H (6.656, 5.991, 0.643)
H (6.823, 4.471, 1.545)
H (5.494, 5.669, 1.863)
C (1.228, 2.704, 3.972)
O (0.096, 2.525, 4.786)
C (-0.666, 1.441, 4.320)
C (-1.721, 1.089, 5.358)
O (-2.616, 0.191, 4.752)
C (-3.374, -0.517, 5.695)
H (0.892, 3.178, 3.042)
H (1.812, 1.806, 3.740)
H (1.981, 3.343, 4.443)
H (-0.059, 0.549, 4.145)
H (-1.176, 1.720, 3.387)
H (-2.207, 1.990, 5.752)
H (-1.187, 0.634, 6.208)
H (-3.951, 0.164, 6.330)
H (-2.718, -1.118, 6.343)
H (-4.044, -1.207, 5.187)
C (4.956, -4.039, 1.397)
O (3.633, -3.528, 1.562)
C (2.695, -4.592, 1.772)
C (1.371, -4.030, 2.209)
O (1.633, -3.156, 3.304)
C (0.407, -2.797, 3.941)
H (5.341, -4.484, 2.322)
H (5.577, -3.158, 1.226)
H (5.054, -4.749, 0.579)
H (3.055, -5.249, 2.574)
H (2.602, -5.191, 0.865)
H (0.795, -4.908, 2.513)
H (0.857, -3.493, 1.408)
H (0.648, -2.301, 4.878)
H (-0.176, -3.684, 4.205)
H (-0.209, -2.145, 3.320)
C (-2.760, -2.301, 0.802)
C (-3.487, -3.308, -0.051)
O (-3.985, -4.379, 0.734)
C (-3.128, -5.322, 1.056)
O (-1.945, -5.322, 0.869)
C (-3.799, -6.458, 1.852)
F (-5.032, -6.191, 2.240)
F (-3.814, -7.552, 1.077)
F (-3.064, -6.748, 2.930)
H (-3.208, -2.230, 1.796)
H (-2.540, -1.314, 0.403)
H (-1.762, -2.692, 1.041)
H (-2.862, -3.623, -0.893)
H (-4.288, -2.813, -0.606)
C (2.210, 2.499, -3.919)
C (2.069, 2.819, -2.437)
O (1.668, 4.199, -2.407)
C (0.501, 4.564, -1.930)
O (-0.358, 3.877, -1.465)
C (0.272, 6.077, -2.116)
F (-0.946, 6.325, -2.577)
F (0.348, 6.644, -0.887)
F (1.179, 6.660, -2.886)
H (3.150, 2.856, -4.338)
H (1.362, 2.778, -4.541)
H (2.265, 1.405, -4.013)
H (3.013, 2.604, -1.949)
H (1.300, 2.147, -2.062)

## Properties
- Electronic energy: -190306.898 eV
- Gap between HOMO and LUMO: 6.858 eV
- HOMO energy: -9.4 eV

Atom charges from the Löwdin analysis, given in e for atoms 1 to 6:
1. O -0.269
2. V 1.041
3. O -0.252
4. As 0.723
5. F -0.191
6. F -0.206

=====

No. 2
Computed, not measured: an isolated molecule of C3H7N4O3PS2 in a non-equilibrium geometry, with ωB97M-V with the def2-TZVPD basis set.

Geometry (Å):
C (1.055, 3.738, 0.957)
O (-0.043, 3.016, 0.344)
P (-0.709, 1.638, 0.634)
S (-1.479, 1.161, 2.416)
S (-2.044, 1.828, -0.981)
O (0.963, 0.804, 0.067)
N (0.988, -0.505, -0.210)
N (2.034, -1.373, -0.271)
N (1.622, -2.511, -0.516)
N (0.216, -2.479, -0.665)
C (-0.532, -3.705, -0.995)
C (-0.193, -1.252, -0.300)
O (-1.339, -0.826, -0.236)
H (1.926, 3.652, 0.149)
H (1.472, 3.270, 1.896)
H (0.717, 4.850, 1.141)
H (-2.579, 0.663, -0.446)
H (0.228, -4.568, -1.115)
H (-1.161, -3.896, -0.062)
H (-1.142, -3.504, -1.806)

## Properties
- Electronic energy: -46283.725 eV
- Gap between HOMO and LUMO: 8.803 eV
- HOMO energy: -9.0 eV

Atom charges from the natural (NBO) analysis, given in e for atoms 1 to 6:
1. C -0.268
2. O -0.861
3. P 1.535
4. S -0.463
5. S -0.226
6. O -0.564

=====

No. 3
Computed, not measured: a cluster of 3 separate species, C13H33O4PS in total in a non-equilibrium geometry, with ωB97M-V with the def2-TZVPD basis set.

Geometry (Å):
C (1.575, -1.942, -1.221)
O (0.288, -2.062, -1.851)
C (-0.515, -2.955, -1.095)
C (-1.792, -3.347, -1.859)
O (-2.733, -2.308, -2.065)
C (-3.693, -2.253, -1.023)
C (-4.682, -3.488, -1.035)
P (-4.755, -0.730, -1.389)
S (-5.221, 0.305, 0.191)
H (1.757, -2.708, -0.457)
H (1.613, -0.948, -0.751)
H (2.315, -2.013, -2.030)
H (0.075, -3.892, -0.999)
H (-0.692, -2.609, -0.060)
H (-2.209, -4.239, -1.367)
H (-1.466, -3.665, -2.861)
H (-3.221, -2.145, -0.036)
H (-4.646, -3.912, -0.021)
H (-5.711, -3.205, -1.272)
H (-4.306, -4.224, -1.755)
H (-4.071, 0.011, -2.388)
H (-5.961, -1.196, -1.996)
C (-1.311, 0.623, 0.239)
C (-2.016, 1.933, 0.549)
O (-1.179, 2.885, 1.185)
C (-0.042, 3.269, 0.440)
C (-0.372, 3.909, -0.898)
H (-0.908, 0.181, 1.154)
H (-2.008, -0.083, -0.215)
H (-0.478, 0.757, -0.454)
H (-2.839, 1.740, 1.235)
H (-2.462, 2.361, -0.355)
H (0.628, 2.412, 0.311)
H (0.498, 3.993, 1.053)
H (-0.908, 3.225, -1.558)
H (0.544, 4.215, -1.407)
H (-1.002, 4.788, -0.754)
C (4.770, 1.821, 0.180)
C (3.413, 1.410, 0.726)
O (3.427, 0.175, 1.420)
C (4.276, 0.107, 2.553)
C (3.935, 1.120, 3.632)
H (5.161, 1.051, -0.488)
H (4.687, 2.757, -0.374)
H (5.503, 1.968, 0.974)
H (2.720, 1.285, -0.107)
H (2.993, 2.195, 1.363)
H (5.324, 0.197, 2.247)
H (4.158, -0.899, 2.958)
H (4.044, 2.147, 3.280)
H (4.594, 0.991, 4.492)
H (2.903, 0.993, 3.962)

## Properties
- Electronic energy: -42327.763 eV
- Gap between HOMO and LUMO: 9.424 eV
- HOMO energy: -8.6 eV

Atom charges from the natural (NBO) analysis, given in e for atoms 1 to 6:
1. C -0.257
2. O -0.547
3. C -0.087
4. C -0.094
5. O -0.537
6. C -0.172

=====

No. 4
Computed, not measured: a cluster of 26 separate species, C26H104O26 in total in a non-equilibrium geometry, with ωB97M-V with the def2-TZVPD basis set.

Geometry (Å):
C (-4.238, -2.868, -5.706)
O (-3.811, -1.647, -5.185)
H (-5.258, -3.025, -5.403)
H (-4.318, -2.855, -6.819)
H (-3.609, -3.666, -5.349)
H (-2.875, -1.774, -5.011)
C (-0.195, 3.526, 1.200)
O (0.888, 3.509, 2.107)
H (-0.928, 2.846, 1.626)
H (-0.685, 4.508, 1.105)
H (0.054, 3.120, 0.209)
H (1.522, 4.145, 1.749)
C (-2.981, -2.057, 1.150)
O (-4.140, -1.383, 1.624)
H (-2.126, -1.954, 1.830)
H (-3.222, -3.116, 1.097)
H (-2.723, -1.629, 0.160)
H (-3.997, -0.429, 1.787)
C (6.619, 0.289, 0.990)
O (5.746, 0.157, 2.058)
H (7.537, 0.732, 1.349)
H (6.828, -0.698, 0.587)
H (6.269, 0.819, 0.091)
H (5.012, -0.478, 2.033)
C (6.458, -0.247, -3.020)
O (5.233, 0.438, -3.187)
H (6.432, -1.163, -2.363)
H (6.769, -0.501, -4.049)
H (7.237, 0.411, -2.617)
H (4.735, 0.397, -2.325)
C (-3.923, -5.623, 2.241)
O (-3.835, -6.285, 0.981)
H (-4.380, -6.326, 3.004)
H (-2.974, -5.162, 2.561)
H (-4.648, -4.818, 2.142)
H (-3.960, -7.242, 0.964)
C (3.017, 1.392, -0.225)
O (3.410, 0.424, -1.178)
H (3.946, 1.992, -0.095)
H (2.230, 1.913, -0.668)
H (2.747, 1.014, 0.775)
H (2.586, -0.097, -1.348)
C (-0.700, -0.256, 4.053)
O (-1.200, 0.708, 4.946)
H (-1.114, -0.186, 3.056)
H (0.416, -0.133, 3.852)
H (-0.812, -1.294, 4.491)
H (-0.586, 1.444, 5.005)
C (3.024, -3.566, -2.728)
O (2.006, -4.585, -2.682)
H (3.975, -3.890, -3.125)
H (2.569, -2.853, -3.359)
H (3.247, -3.153, -1.748)
H (2.276, -5.279, -2.080)
C (-3.769, 2.256, 3.042)
O (-3.612, 1.308, 1.947)
H (-4.689, 2.763, 2.843)
H (-3.851, 1.696, 3.958)
H (-2.911, 2.923, 3.180)
H (-3.617, 1.760, 1.086)
C (2.988, -2.597, 2.562)
O (4.012, -1.657, 2.761)
H (3.184, -3.259, 1.713)
H (2.985, -3.253, 3.418)
H (2.007, -2.156, 2.390)
H (3.908, -1.247, 3.673)
C (4.879, 3.006, 3.863)
O (5.245, 1.712, 4.381)
H (5.774, 3.612, 3.680)
H (4.150, 2.907, 3.085)
H (4.323, 3.568, 4.662)
H (5.636, 1.139, 3.655)
C (-0.527, 5.286, -2.280)
O (-1.378, 4.405, -3.081)
H (-0.601, 6.334, -2.559)
H (-0.699, 5.255, -1.210)
H (0.537, 5.054, -2.350)
H (-1.164, 3.476, -2.785)
C (-5.590, -0.417, -2.292)
O (-4.562, -0.751, -1.405)
H (-5.604, 0.658, -2.484)
H (-5.415, -0.913, -3.221)
H (-6.609, -0.581, -1.865)
H (-4.920, -0.780, -0.494)
C (1.496, 2.374, -4.400)
O (1.400, 1.354, -3.407)
H (0.808, 3.168, -4.183)
H (2.548, 2.791, -4.358)
H (1.286, 1.979, -5.435)
H (2.086, 0.677, -3.525)
C (0.240, 3.802, 5.641)
O (0.755, 2.727, 4.881)
H (0.385, 3.580, 6.716)
H (0.854, 4.709, 5.474)
H (-0.906, 3.942, 5.491)
H (0.737, 3.023, 3.935)
C (-4.033, 3.781, -0.885)
O (-3.163, 2.838, -0.208)
H (-4.644, 4.298, -0.170)
H (-3.470, 4.444, -1.498)
H (-4.720, 3.296, -1.591)
H (-2.436, 2.545, -0.767)
C (-0.928, -3.664, -1.272)
O (-1.701, -2.666, -1.951)
H (0.106, -3.447, -1.417)
H (-1.229, -3.647, -0.226)
H (-1.111, -4.678, -1.611)
H (-2.633, -2.952, -1.772)
C (-0.115, -2.028, -4.697)
O (-0.307, -0.705, -5.110)
H (-1.009, -2.668, -4.929)
H (0.704, -2.574, -5.250)
H (-0.011, -2.167, -3.638)
H (0.252, -0.228, -4.474)
C (2.310, 6.607, 1.244)
O (2.469, 5.478, 0.463)
H (2.626, 7.508, 0.721)
H (1.267, 6.716, 1.531)
H (2.843, 6.564, 2.163)
H (3.406, 5.406, 0.264)
C (-4.124, -2.344, 4.940)
O (-4.321, -3.198, 3.831)
H (-5.045, -2.239, 5.518)
H (-3.410, -2.740, 5.626)
H (-3.767, -1.351, 4.646)
H (-4.247, -2.630, 3.067)
C (3.171, -0.650, -5.925)
O (3.152, -0.521, -4.507)
H (2.146, -0.588, -6.253)
H (3.712, 0.177, -6.415)
H (3.590, -1.630, -6.154)
H (4.053, -0.387, -4.140)
C (3.116, -1.195, 6.069)
O (4.154, -0.840, 5.118)
H (2.832, -2.251, 5.915)
H (3.472, -1.108, 7.049)
H (2.295, -0.516, 5.960)
H (4.228, 0.128, 5.022)
C (-2.382, 1.045, -2.656)
O (-1.316, 1.790, -2.036)
H (-2.358, -0.014, -2.275)
H (-3.307, 1.547, -2.335)
H (-2.354, 1.115, -3.761)
H (-0.464, 1.497, -2.382)
C (0.237, -0.611, 0.273)
O (0.777, -0.742, -1.043)
H (-0.089, -1.568, 0.659)
H (0.968, -0.136, 0.931)
H (-0.637, 0.073, 0.226)
H (0.193, -1.348, -1.563)
C (-5.314, -4.188, -0.953)
O (-4.027, -4.432, -1.416)
H (-5.362, -3.466, -0.170)
H (-5.905, -3.840, -1.779)
H (-5.798, -5.068, -0.531)
H (-3.691, -5.004, -0.731)

## Properties
- Electronic energy: -81874.274 eV
- Gap between HOMO and LUMO: 10.011 eV
- HOMO energy: -9.8 eV

Atom charges from the Löwdin analysis, given in e for atoms 1 to 6:
1. C -0.174
2. O -0.115
3. H 0.066
4. H 0.086
5. H 0.076
6. H 0.040

=====

No. 5
Computed, not measured: a structure of composition C18H27N7Ru, with ωB97M-V with the def2-TZVPD basis set.

Geometry (Å):
Ru (1.989, -1.165, 0.512)
N (3.152, 0.584, 0.108)
C (3.329, 1.069, 1.506)
C (4.021, -0.032, 2.291)
N (3.347, -1.360, 2.062)
C (2.462, -1.731, 3.202)
C (1.626, -2.956, 2.862)
N (0.998, -2.802, 1.502)
C (4.386, -2.412, 1.796)
C (4.702, -2.377, 0.320)
N (3.377, -2.423, -0.370)
H (4.070, 0.412, -0.301)
H (2.751, 1.323, -0.466)
H (2.334, 1.281, 1.910)
H (3.895, 2.001, 1.555)
H (4.045, 0.189, 3.359)
H (5.058, -0.118, 1.965)
H (1.825, -0.863, 3.395)
H (3.045, -1.907, 4.111)
H (0.869, -3.107, 3.631)
H (2.229, -3.861, 2.857)
H (0.000, -2.635, 1.619)
H (1.029, -3.699, 1.018)
H (3.983, -3.386, 2.064)
H (5.265, -2.250, 2.420)
H (5.342, -3.203, 0.011)
H (5.208, -1.456, 0.030)
H (3.045, -3.387, -0.345)
H (3.503, -2.220, -1.360)
N (-4.481, 2.139, -0.860)
C (-5.432, 2.629, -1.793)
C (-6.646, 3.169, -1.693)
C (-7.272, 3.510, -2.985)
C (-6.729, 3.227, -4.255)
C (-5.487, 2.677, -4.347)
C (-4.802, 2.342, -3.077)
N (-3.671, 1.758, -2.945)
C (-3.467, 1.633, -1.534)
C (-2.265, 1.014, -1.024)
C (-1.313, 0.551, -1.942)
C (-0.154, -0.042, -1.462)
N (0.096, -0.219, -0.154)
C (-0.830, 0.222, 0.723)
C (-2.002, 0.846, 0.342)
H (-4.586, 2.169, 0.149)
H (-7.177, 3.369, -0.771)
H (-8.230, 4.024, -2.930)
H (-7.283, 3.492, -5.148)
H (-4.985, 2.496, -5.292)
H (-1.461, 0.648, -3.008)
H (0.598, -0.397, -2.155)
H (-0.624, 0.065, 1.775)
H (-2.680, 1.170, 1.121)

## Properties
- Electronic energy: -32075.926 eV
- Gap between HOMO and LUMO (alpha / beta): 3.385 / 3.385 eV
- HOMO energy (alpha / beta): -19.3 / -19.3 eV
- Total charge: +4

Atom charges from the natural (NBO) analysis, given in e for atoms 1 to 6:
1. Ru 0.683
2. N -0.757
3. C -0.245
4. C -0.249
5. N -0.322
6. C -0.245